Entry from the Open Molecules 2025 dataset: the ion C21H27BrFIN3O4S2 with charge +1 at a distorted geometry (the ωB97M-V functional and the def2-TZVPD basis).

Summary:
Charge: +1
Orbital gap, eV: 5.938

Geometry (Å):
C  2.8076  3.5572  3.1556
C  2.1176  4.0914  1.7918
O  2.9971  4.0803  0.6362
C  2.5930  3.0774  -0.3384
C  3.3799  1.7022  0.0138
C  2.4420  0.4162  0.1403
N  2.5376  -0.8169  -0.4120
C  3.6595  -1.1557  -1.3429
O  4.4654  -2.0877  -1.1144
N  3.7366  -0.3183  -2.5775
C  3.4991  -1.1335  -3.7931
O  4.1417  -2.1787  -4.0806
F  2.5064  -0.7353  -4.7554
C  1.4283  -1.7723  0.0257
Br  1.0400  -3.1369  -1.3879
C  2.0717  -2.3996  1.3595
C  1.0920  -3.3322  2.2306
C  2.0643  -4.3785  3.0303
I  0.1942  -2.0890  3.8341
C  0.1311  -0.8195  0.0963
S  0.2383  0.0787  -1.5780
C  -1.2906  -1.3955  0.5545
C  -2.3466  -1.6631  -0.6253
C  -3.8183  -1.6842  0.0797
O  -3.9469  -1.8782  1.3354
N  -5.0784  -1.5212  -0.6854
C  -5.3089  -0.1225  -1.1069
C  -6.1832  0.8830  -0.2458
C  -6.4712  2.3580  -0.7050
C  -5.8737  2.8998  -2.0644
C  -5.0050  1.9414  -2.9417
C  -4.7451  0.4669  -2.4516
S  0.9035  0.5037  1.2164
H  3.9588  3.6704  3.1595
H  2.4168  4.1515  4.0623
H  2.5796  2.4449  3.3670
H  1.8475  5.2014  1.9871
H  1.1412  3.5031  1.6611
H  1.4474  2.9355  -0.3880
H  3.0264  3.4340  -1.3542
H  3.8420  1.8673  1.0684
H  4.2548  1.4635  -0.6830
H  4.6705  0.1110  -2.6729
H  2.5558  -1.6401  2.0686
H  2.9397  -3.0879  1.0037
H  0.2962  -3.8936  1.6193
H  1.5354  -4.8641  3.9187
H  2.8985  -3.7055  3.4817
H  2.5569  -5.1293  2.3071
H  -0.6672  1.1348  -1.5882
H  -1.2450  -2.3540  1.1877
H  -1.7598  -0.5945  1.2541
H  -2.4095  -0.8517  -1.4267
H  -2.1939  -2.7265  -1.0273
H  -5.1070  -2.1059  -1.5374
H  -6.6233  0.4792  0.7300
H  -7.1168  3.0326  -0.0247
H  -6.1118  3.9868  -2.3763
H  -4.5824  2.3162  -3.9477
H  -4.1302  -0.2169  -3.1438

Mulliken population analysis, charges in e, atoms 1 to 4: atom 1 (C): -0.932, atom 2 (C): -0.070, atom 3 (O): -0.422, atom 4 (C): -0.602



Entry from the Open Molecules 2025 dataset: the molecule C21H27BrN2O3 (the ωB97M-V functional and the def2-TZVPD basis).

Summary:
SMILES: CCOc1cc(CNc2ccc(N3CCOCC3)cc2)cc(Br)c1OCC
Orbital gap, eV: 7.792
Energy relative to the best compared isomer or geometry (same formula, charge and spin), eV: 1.598

Geometry (Å):
C  1.5238  1.5290  -0.9417
C  0.2241  2.1487  -1.4433
O  -0.7295  2.3232  -0.4139
C  -1.3712  1.2486  0.1043
C  -1.3571  -0.0314  -0.4345
C  -2.0518  -1.0770  0.1637
C  -1.9161  -2.4744  -0.3924
N  -0.6338  -3.0611  -0.0345
C  0.5374  -2.5635  -0.6102
C  1.6638  -2.3283  0.1748
C  2.8512  -1.8914  -0.3774
C  2.9589  -1.6463  -1.7489
N  4.1116  -1.1332  -2.3110
C  4.4632  -1.4075  -3.6891
C  5.9615  -1.6872  -3.7982
O  6.7510  -0.5955  -3.3731
C  6.1455  0.1670  -2.3478
C  5.1972  -0.6588  -1.4835
C  1.8291  -1.8901  -2.5374
C  0.6533  -2.3507  -1.9836
C  -2.7665  -0.8460  1.3269
C  -2.7950  0.4321  1.8574
Br  -3.7474  0.7425  3.4744
C  -2.1231  1.4956  1.2724
O  -2.1176  2.7370  1.8544
C  -3.2249  3.5765  1.5523
C  -3.2489  4.0471  0.1037
H  2.2377  1.4646  -1.7580
H  1.3549  0.5286  -0.5509
H  1.9421  2.1446  -0.1493
H  0.4089  3.1640  -1.8054
H  -0.1953  1.5605  -2.2688
H  -0.7938  -0.2378  -1.3298
H  -2.0046  -2.4616  -1.4797
H  -2.6998  -3.1208  0.0102
H  -0.5409  -3.1396  0.9721
H  1.6097  -2.4997  1.2416
H  3.6968  -1.7391  0.2737
H  4.2072  -0.5532  -4.3332
H  3.9194  -2.2858  -4.0460
H  6.2057  -2.5802  -3.2028
H  6.2385  -1.8798  -4.8377
H  6.9597  0.5737  -1.7424
H  5.5872  1.0059  -2.7904
H  4.7914  -0.0202  -0.6936
H  5.7582  -1.4822  -1.0132
H  1.8623  -1.7047  -3.5999
H  -0.1877  -2.5429  -2.6331
H  -3.2960  -1.6462  1.8206
H  -4.1687  3.0692  1.7939
H  -3.1028  4.4257  2.2284
H  -2.2962  4.5006  -0.1551
H  -4.0433  4.7774  -0.0258
H  -3.4286  3.2110  -0.5693

Mulliken population analysis, charges in e, atoms 1 to 4: atom 1 (C): -0.440, atom 2 (C): -0.799, atom 3 (O): -0.362, atom 4 (C): 0.334



Entry from the Open Molecules 2025 dataset: a structure of composition C21H27BrN4NaO5 at a distorted geometry (the ωB97M-V functional and the def2-TZVPD basis).

Summary:
Charge: -1
Orbital gap, eV: 6.038
Energy relative to the best compared isomer or geometry (same formula, charge and spin), eV: 0.889

Geometry (Å):
Na  -0.4916  -0.2143  0.9029
O  -4.6029  -1.2718  0.3419
C  -3.6779  -1.1472  1.2967
O  -3.1443  -0.0952  1.5617
C  -3.5422  -2.4446  2.0269
O  -2.6103  -2.4198  3.0441
C  -1.7727  -3.6085  2.9479
C  -0.8217  -3.5994  1.7246
O  -0.1337  -4.6221  1.5672
O  -0.7905  -2.5735  1.0381
H  -4.7027  -0.3738  0.0008
H  -4.5252  -2.7233  2.3924
H  -3.4004  -3.2294  1.3231
H  -1.1364  -3.5612  3.8191
H  -2.3841  -4.4656  3.0253
Br  0.5686  6.5319  3.5815
C  0.4901  4.8650  2.7230
C  0.9105  3.7563  3.4066
C  0.7093  2.4689  2.8459
C  0.0703  2.2269  1.6651
C  -0.2900  3.4169  0.9331
C  -0.0986  4.7084  1.4483
H  1.3532  3.8532  4.3782
H  1.0226  1.6000  3.3670
H  -0.8442  3.3599  -0.0151
H  -0.4173  5.6365  0.8684
N  1.7275  -2.6889  -0.4261
C  2.6934  -1.7437  -0.0221
C  4.0309  -1.7521  -0.4411
C  4.9338  -0.8239  0.0309
C  4.4804  0.2022  0.8362
C  3.0876  0.2371  1.1178
N  2.2660  -0.7217  0.7243
H  2.1120  -3.6335  -0.5162
H  0.8840  -2.7060  0.1771
H  4.4029  -2.5517  -1.0484
H  5.9819  -0.8107  -0.2505
H  5.1073  1.0058  1.1695
H  2.7150  1.0654  1.7439
C  0.7729  0.7219  -1.8023
C  0.8419  1.0794  -3.3379
N  -0.4213  0.6920  -3.9720
C  -0.7138  -0.7242  -3.7847
C  -0.8428  -1.0528  -2.2951
N  -0.6195  0.2240  -1.5404
C  -1.5727  1.2254  -1.9566
C  -1.5195  1.4814  -3.4642
H  1.0576  1.4999  -1.1121
H  1.4209  -0.1348  -1.5872
H  1.6803  0.5915  -3.7995
H  1.0386  2.1609  -3.4418
H  -0.0460  -1.3535  -4.3479
H  -1.7088  -0.8864  -4.2310
H  -0.2087  -1.8171  -1.9132
H  -1.8471  -1.4555  -2.0547
H  -1.3292  2.1131  -1.3371
H  -2.5072  0.7440  -1.6091
H  -1.2743  2.5692  -3.6959
H  -2.3622  1.1691  -4.0274

Mulliken population analysis, charges in e, atoms 1 to 4: atom 1 (Na): 0.750, atom 2 (O): -0.520, atom 3 (C): 0.666, atom 4 (O): -0.625



Entry from the Open Molecules 2025 dataset: a structure of composition C21H27BrN9O4Ti (the ωB97M-V functional and the def2-TZVPD basis).

Summary:
Charge: +1
Multiplicity: 3
Expectation value of S²: 2.02
Orbital gap (spin up / spin down), eV: 6.283 / 7.744
Energy relative to the best compared isomer or geometry (same formula, charge and spin), eV: 0.821

Geometry (Å):
Ti  0.5907  -0.0597  -0.7149
C  -1.5711  -3.4118  -3.2509
O  -0.5569  -2.5415  -3.8059
C  -0.1573  -1.5608  -3.0364
O  -0.5796  -1.3527  -1.8888
N  0.7731  -0.7850  -3.6100
N  1.2585  0.2842  -2.8542
H  -1.7206  -4.1798  -4.0003
H  -2.4846  -2.8452  -3.0877
H  -1.2171  -3.8388  -2.3166
H  1.0777  -0.9526  -4.5555
H  0.8129  1.1568  -3.1514
H  2.2727  0.2838  -2.8765
N  2.3016  3.0668  0.1048
C  0.9902  2.8195  0.2328
N  0.3832  3.2797  1.3214
C  -0.8862  2.8555  1.4309
N  -1.4950  3.0881  2.6791
N  -1.5996  2.2018  0.5590
C  -0.9646  1.9312  -0.6248
N  0.4133  2.1002  -0.7612
C  -1.7676  1.5293  -1.7590
C  -3.1139  1.1559  -1.5636
C  -3.8684  0.7861  -2.6513
C  -3.2929  0.8026  -3.9209
C  -1.9701  1.1969  -4.0245
N  -1.2102  1.5482  -2.9901
H  2.7721  3.5661  0.8380
H  2.7741  2.8786  -0.7587
H  -0.9890  3.7854  3.2103
H  -2.4691  3.3431  2.5688
H  -3.5228  1.1710  -0.5656
H  -4.9027  0.4931  -2.5230
H  -3.8552  0.5334  -4.8036
H  -1.4918  1.2401  -4.9982
Br  5.7684  -4.5276  -0.5066
C  4.3561  -3.2712  -0.5805
C  4.6203  -1.9651  -0.9540
C  3.5657  -1.0595  -1.0114
C  2.2474  -1.4045  -0.6986
C  2.0404  -2.7364  -0.3107
C  3.0681  -3.6687  -0.2572
H  5.6309  -1.6633  -1.1941
H  3.8193  -0.0359  -1.2915
H  1.0406  -3.0705  -0.0439
H  2.8773  -4.6929  0.0357
O  1.1313  0.3718  1.3715
C  0.1357  -0.2934  1.7235
O  -0.6094  -0.8689  0.8814
C  -0.2443  -0.3959  3.1885
N  -1.5977  0.2305  3.3767
C  -1.7868  0.3069  4.8665
C  -0.3600  0.4869  5.4211
C  0.5810  0.3598  4.2080
H  -0.3490  -1.4523  3.4455
H  -2.3293  -0.2765  2.8809
H  -1.5747  1.2138  3.0222
H  -2.2484  -0.6245  5.1858
H  -2.4604  1.1317  5.0829
H  -0.1588  -0.2853  6.1608
H  -0.2478  1.4491  5.9145
H  1.5061  -0.1629  4.4359
H  0.8442  1.3354  3.7956

Mulliken population analysis, charges in e, atoms 1 to 4: atom 1 (Ti): 0.237, atom 2 (C): -0.639, atom 3 (O): -0.515, atom 4 (C): 0.635



Number 1: E_tot -5048.95461 Eh. Number 2: E_tot -3725.61954 Eh. Number 3: E_tot -4148.02161 Eh. Number 4: E_tot -5033.61739 Eh.